(1)
{
  "formula": "C27H46BrIrNOP2S",
  "method": "the ωB97M-V functional and the def2-TZVPD basis",
  "elements": ["C", "H", "H", "C", "H", "H", "C", "C", "H", "H", "C", "H", "C", "C", "C", "C", "H", "H", "H", "H", "H", "C", "H", "C", "C", "O", "H", "H", "H", "H", "C", "H", "C", "Br", "H", "C", "H", "P", "N", "P", "H", "H", "H", "H", "C", "C", "H", "C", "H", "C", "H", "H", "Ir", "H", "C", "H", "C", "H", "H", "H", "H", "H", "C", "H", "H", "H", "H", "H", "H", "H", "C", "C", "H", "C", "H", "H", "C", "S", "C", "H"],
  "coordinates": [[-2.222, -1.600, 2.401], [-1.867, -2.563, 2.040], [-3.843, 0.196, -1.377], [2.403, -3.176, 0.489], [1.067, -2.068, 3.357], [-3.925, -4.662, -0.763], [-0.237, 2.278, -2.726], [2.470, 1.493, -2.477], [-4.930, -0.048, -3.761], [-1.772, 2.658, -0.749], [4.229, 2.447, 1.591], [5.059, 0.706, 4.446], [0.642, 1.511, 3.240], [-0.065, 1.885, 1.929], [-3.348, -4.063, -1.473], [1.995, 2.508, -1.592], [-1.273, 0.104, 3.205], [-0.944, -2.113, -4.649], [-3.119, -1.291, 1.871], [3.531, 1.524, -2.623], [2.155, -3.600, -0.474], [-2.670, 1.329, 0.698], [-0.826, 2.632, 2.150], [-0.721, -2.997, -4.039], [0.701, 3.011, -2.019], [1.497, -0.549, 0.188], [0.003, 1.044, 3.996], [-1.548, -3.705, -4.161], [-3.133, 1.370, 1.685], [4.676, 0.399, 1.947], [-2.757, -2.876, -0.724], [-4.011, -3.736, -2.280], [4.244, 3.766, 3.604], [-1.201, 0.098, -4.422], [0.646, 2.397, 1.274], [4.041, 3.694, 2.226], [0.301, -1.801, -2.559], [-1.024, 0.595, 0.916], [4.622, 2.705, 4.328], [-2.124, -1.599, -1.855], [-2.272, 3.466, 0.775], [3.422, -2.800, 0.487], [1.519, 0.879, 3.076], [2.664, -2.644, 2.759], [1.908, -1.835, 2.663], [4.772, 1.528, 3.768], [-5.399, -1.221, -2.535], [0.138, 0.881, -2.937], [3.591, 1.052, 0.070], [-0.534, -2.533, -2.613], [-1.152, 2.536, -3.245], [1.024, 2.414, 3.726], [-0.549, -0.085, -1.238], [1.995, 3.460, 0.259], [3.669, 2.122, 0.291], [-0.275, -3.322, -1.908], [-4.557, -0.876, -3.140], [-3.494, -2.402, -0.079], [0.527, 4.039, -1.865], [-1.934, -3.190, -0.078], [-4.214, -1.708, -3.769], [-3.466, 2.971, -0.448], [2.691, 2.829, -0.354], [-2.484, -1.753, 3.444], [4.136, 4.696, 4.196], [3.630, 4.553, 1.665], [-2.986, 0.497, -2.796], [1.777, -0.164, -3.836], [-0.168, -0.954, 2.470], [0.223, -3.399, -4.425], [4.632, 1.354, 2.393], [-2.532, 2.688, 0.046], [2.374, -0.870, 2.937], [1.603, 0.635, -3.128], [-3.275, 0.624, 0.120], [2.232, -3.946, 1.242], [-1.167, -0.534, 2.348], [1.221, -1.890, 0.967], [-3.453, -0.308, -2.267], [-2.560, -4.692, -1.896]],
  "largest_force_ev_per_a": 3.6,
  "total_charge": 4,
  "lumo_ev": [-12.68, -16.49],
  "s2": 8.790,
  "relative_energy_ev": 2.306,
  "spin_multiplicity": 6,
  "homo_ha": [-0.658, -0.733],
  "gap_ev": [5.2, 3.4],
  "total_energy_ev": -134524.0170
}

(2)
{
  "formula": "C3H7I2N2",
  "method": "the ωB97M-V functional and the def2-TZVPD basis",
  "elements": ["H", "C", "H", "C", "H", "H", "C", "I", "H", "H", "H", "N", "N", "I"],
  "coordinates": [[-0.006, 0.497, 2.233], [0.301, 1.364, 1.642], [1.370, -0.053, -2.349], [0.501, -0.571, -1.942], [0.889, -2.107, 1.218], [0.140, -1.279, -2.580], [0.713, -1.130, -0.669], [-2.059, 1.226, -0.093], [-0.094, 2.220, 2.076], [-0.397, 0.162, -1.732], [1.265, 1.434, 1.319], [1.087, -1.672, 0.297], [-0.187, 1.108, 0.338], [-3.523, -1.199, 0.242]],
  "largest_force_ev_per_a": 3.9,
  "total_charge": 1,
  "lumo_ev": -5.64,
  "relative_energy_ev": 3.561,
  "spin_multiplicity": 1,
  "homo_ha": -0.460,
  "gap_ev": 6.9,
  "total_energy_ev": -22394.3741
}

(3)
{
  "formula": "C2H3N2P3",
  "method": "the ωB97M-V functional and the def2-TZVPD basis",
  "elements": ["C", "P", "H", "N", "H", "P", "N", "P", "H", "C"],
  "coordinates": [[-0.455, -0.087, 0.002], [-2.276, -1.233, -2.440], [-0.385, -0.017, 1.031], [-0.872, -1.480, -2.986], [1.325, 0.885, -0.426], [-1.825, 1.193, -0.693], [-2.502, 0.270, -1.708], [0.875, -0.191, -2.460], [-0.708, -1.003, -0.370], [0.667, 0.305, -0.897]],
  "largest_force_ev_per_a": 4.8,
  "total_charge": 0,
  "lumo_ev": -1.11,
  "relative_energy_ev": 2.231,
  "spin_multiplicity": 1,
  "homo_ha": -0.318,
  "gap_ev": 7.6,
  "total_energy_ev": -32965.6911
}

(4)
{
  "formula": "C11H7FN2O2S",
  "method": "the ωB97M-V functional and the def2-TZVPD basis",
  "elements": ["C", "N", "H", "H", "C", "C", "C", "H", "F", "O", "C", "C", "N", "C", "C", "C", "H", "O", "H", "C", "H", "S", "C", "H"],
  "coordinates": [[-1.647, -2.125, -0.540], [-0.136, -0.350, -0.253], [2.567, 3.487, 2.124], [-3.687, -4.851, -1.364], [-2.958, -4.070, -1.278], [0.489, 0.669, 0.407], [-1.898, -3.816, -2.099], [-1.669, -4.406, -2.968], [0.574, -0.527, 2.452], [2.634, 4.824, 0.162], [0.872, 1.813, -0.294], [1.599, 2.808, 0.339], [1.962, 3.990, -0.404], [1.995, 2.695, 1.668], [0.898, 0.576, 1.750], [-1.147, -2.708, -1.682], [-1.706, -0.707, 1.071], [1.571, 4.079, -1.548], [-0.273, -2.334, -2.181], [-1.148, -0.994, 0.173], [0.587, 1.926, -1.328], [-3.063, -2.962, 0.020], [1.646, 1.558, 2.372], [1.936, 1.424, 3.402]],
  "largest_force_ev_per_a": 1.3,
  "total_charge": 0,
  "lumo_ev": -0.48,
  "spin_multiplicity": 1,
  "smiles": "O=[N+]([O-])c1ccc(F)c(/N=C/c2cccs2)c1",
  "homo_ha": -0.322,
  "gap_ev": 8.3,
  "total_energy_ev": -32145.1047
}